P) DFT (ωB97M-V/def2-TZVPD) results for 4 unconnected molecules or ions with the total composition CH9NO4.

The geometry in XYZ format:
```
15
Properties=species:S:1:pos:R:3:nbo_charge:R:1
O 1.57 2.43 -0.16 -0.655
O -2.48 -1.82 -0.18 -0.947
O -0.87 1.73 -1.47 -1.026
O 0.24 -2.45 0.56 -0.949
N 1.55 0.39 0.62 -0.802
C 2.06 1.63 0.63 0.517
H -0.56 -3.01 0.68 0.485
H -1.64 2.32 -1.72 0.489
H 2.87 1.84 1.29 0.135
H 0.14 -2.22 -0.37 0.465
H -2.91 -1.38 0.47 0.474
H 0.79 0.10 0.03 0.422
H -2.45 -1.40 -0.97 0.474
H 1.81 -0.21 1.53 0.403
H -0.11 2.06 -0.95 0.515
```

Its molecular weight is 99.086 g/mol. The HOMO energy comes out at -10.2 eV. As for the spin multiplicity: 1. The SMILES is NC=O.O.O.O.

=====

Q) DFT (ωB97M-V/def2-TZVPD) results for 4 unconnected molecules or ions with the total composition CH9NO4.

The geometry in XYZ format:
```
15
Properties=species:S:1:pos:R:3:nbo_charge:R:1
O -1.52 -1.44 1.48 -0.965
O 0.09 2.53 1.29 -0.595
O -1.16 -1.46 -4.50 -0.922
O 0.42 -0.71 -1.50 -0.923
N 1.20 1.21 2.76 -0.826
C 0.85 2.40 2.22 0.520
H 0.95 -1.20 -2.12 0.469
H -1.06 -1.25 -5.44 0.459
H -0.90 -1.98 1.00 0.477
H 1.42 3.25 2.63 0.109
H 0.73 0.33 2.59 0.403
H -1.55 -0.51 1.23 0.489
H 0.79 -0.97 -0.65 0.453
H -2.13 -1.37 -4.50 0.464
H 1.88 1.16 3.50 0.387
```

Its molecular weight is 99.086 g/mol. The HOMO energy comes out at -10.1 eV. As for the spin multiplicity: 1. The SMILES is NC=O.O.O.O.

=====

Last place for stability: P)

=====

P) DFT (ωB97M-V/def2-TZVPD) results for 4 unconnected molecules or ions with the total composition C2H14N2O3.

The geometry in XYZ format:
```
21
Properties=species:S:1:pos:R:3:nbo_charge:R:1
O -2.13 0.70 1.47 -0.997
O 1.60 -0.17 1.42 -0.942
O -0.15 1.47 2.81 -0.932
N 0.43 -2.50 -1.54 -0.835
N 0.25 1.23 -1.20 -0.936
C -0.36 -1.28 -1.73 -0.229
C 0.51 0.06 -2.08 -0.218
H 0.25 2.19 -1.64 0.379
H -2.91 0.56 1.95 0.462
H 0.57 0.20 -3.14 0.196
H -0.01 -3.25 -2.06 0.354
H 1.64 -0.15 -1.88 0.159
H 0.62 1.12 2.54 0.494
H -0.41 1.29 -0.38 0.406
H -0.14 2.40 2.60 0.479
H 0.73 -0.56 1.23 0.471
H 1.32 -2.45 -1.91 0.353
H 1.51 0.38 0.65 0.478
H -1.05 -1.11 -0.90 0.203
H -1.47 0.95 2.15 0.484
H -0.90 -1.39 -2.75 0.170
```

Its molecular weight is 114.145 g/mol. The HOMO energy comes out at -8.9 eV. As for the spin multiplicity: 1. The SMILES is NCCN.O.O.O.

=====

Q) DFT (ωB97M-V/def2-TZVPD) results for 4 unconnected molecules or ions with the total composition C2H14N2O3.

The geometry in XYZ format:
```
21
Properties=species:S:1:pos:R:3:nbo_charge:R:1
O 1.50 3.66 2.20 -0.956
O 1.66 1.78 -0.46 -0.930
O -0.05 -5.84 -3.66 -0.931
N 0.00 -0.51 2.10 -0.842
N -1.50 0.75 -1.06 -0.850
C -0.63 -0.56 0.80 -0.230
C -1.27 0.76 0.40 -0.220
H 1.17 3.78 3.09 0.484
H -0.82 -6.42 -3.58 0.465
H -0.01 -0.86 -0.05 0.215
H -2.40 0.42 -1.33 0.356
H 0.94 3.10 1.66 0.472
H -2.18 0.94 0.98 0.163
H -1.24 1.63 -1.46 0.368
H -0.58 1.59 0.50 0.184
H -0.24 -5.37 -4.48 0.466
H -1.45 -1.31 0.73 0.145
H 1.82 2.03 0.47 0.462
H -0.66 -0.24 2.82 0.348
H 2.31 2.38 -0.86 0.469
H 0.36 -1.42 2.38 0.361
```

Its molecular weight is 114.145 g/mol. The HOMO energy comes out at -8.8 eV. As for the spin multiplicity: 1. The SMILES is NCCN.O.O.O.

=====

R) DFT (ωB97M-V/def2-TZVPD) results for 4 unconnected molecules or ions with the total composition C2H14N2O3.

The geometry in XYZ format:
```
21
Properties=species:S:1:pos:R:3:nbo_charge:R:1
O -1.06 0.77 1.97 -0.972
O 1.49 2.53 0.63 -0.946
O -0.38 4.75 -1.33 -0.937
N -0.46 -1.20 -1.63 -0.834
N -1.00 -2.11 1.00 -0.854
C 0.65 -1.41 -0.71 -0.218
C 0.30 -2.40 0.40 -0.228
H -0.84 -0.11 1.61 0.491
H 0.38 -3.41 -0.02 0.163
H -0.61 -2.02 -2.20 0.349
H -0.22 -0.48 -2.31 0.362
H -0.02 5.40 -1.95 0.465
H -1.09 -2.60 1.88 0.365
H 0.99 -0.47 -0.30 0.175
H 1.58 -1.77 -1.19 0.166
H -1.74 -2.38 0.36 0.375
H 0.67 2.90 0.99 0.484
H 0.11 3.94 -1.54 0.471
H -1.04 0.65 2.92 0.462
H 1.06 -2.27 1.16 0.198
H 1.21 1.70 0.25 0.463
```

Its molecular weight is 114.145 g/mol. The HOMO energy comes out at -9.8 eV. As for the spin multiplicity: 1. The SMILES is NCCN.O.O.O.

=====

Last place for stability: P)